Entry 1:
{
  "formula": "C4H3NOS2",
  "method": "the ωB97M-V functional and the def2-TZVPD basis",
  "homo_lumo_gap_ha": 0.263,
  "smiles": "S=C1C=C/C(=N\\S)O1",
  "relative_energy_kj_mol": 231.6,
  "charge": 0,
  "lumo_ev": -1.72,
  "e_tot_ha": -1080.5010,
  "elements": ["C", "C", "C", "C", "H", "H", "H", "N", "O", "S", "S"],
  "positions_angstrom": [[-0.016098, 0.401779, -0.527811], [-0.776430, 0.879987, 1.474795], [-0.722782, -0.578906, 1.308385], [-0.301134, -0.958396, 0.025341], [2.142932, 0.287745, -3.268577], [-1.015103, -1.280804, 2.210931], [0.181556, -1.912032, -0.329308], [0.553456, 0.691281, -1.640247], [-0.434663, 1.501112, 0.257993], [1.282731, -0.589375, -2.549533], [-0.894465, 1.557608, 3.038032]],
  "forces_ev_per_a": [[0.72, -0.24, -3.11], [0.54, 0.86, 1.81], [-0.55, -2.99, -0.31], [0.52, 2.50, 3.58], [-1.17, -1.14, 0.89], [0.76, 1.68, -2.09], [-1.11, 1.24, 0.29], [0.16, -0.37, 0.98], [-0.38, -2.64, 1.67], [0.51, 1.77, -0.49], [0.00, -0.67, -3.21]]
}


Entry 2:
{
  "formula": "C4H8FNO",
  "method": "the ωB97M-V functional and the def2-TZVPD basis",
  "homo_lumo_gap_ha": 0.396,
  "smiles": "N[C@]1(CO)C[C@@H]1F",
  "relative_energy_kj_mol": 87.5,
  "charge": 0,
  "lumo_ev": 0.95,
  "e_tot_ha": -387.0290,
  "elements": ["C", "C", "C", "C", "H", "H", "H", "H", "H", "H", "H", "H", "N", "O", "F"],
  "positions_angstrom": [[-0.016357, -0.031684, 0.135583], [1.362630, 0.502588, -0.171986], [-1.122717, 0.942447, 0.504566], [-1.144608, 0.233433, -0.817812], [-0.733711, -1.880951, 0.355721], [-0.031363, -1.280504, 1.707523], [1.905958, 0.707291, 0.770069], [1.321252, 1.410741, -0.776994], [1.913315, -1.310984, -0.485155], [-1.801748, 0.617514, 1.254578], [-0.834004, 1.959253, 0.458110], [-0.904995, 0.746519, -1.753459], [0.049785, -1.382983, 0.710664], [2.082202, -0.457508, -0.933579], [-2.045641, -0.775173, -0.957834]],
  "forces_ev_per_a": [[0.02, -0.42, -0.02], [0.24, -0.52, -0.12], [0.72, -0.79, -0.81], [1.01, 0.34, 0.18], [-0.64, -0.75, -0.05], [-0.08, -0.36, 0.37], [-0.25, 0.12, -0.22], [-0.05, 0.05, 0.15], [0.05, 0.43, -0.27], [-0.57, -0.04, 0.41], [-0.06, 0.96, 0.24], [-0.38, -0.15, 0.29], [0.46, 1.61, -0.25], [-0.08, -0.23, 0.30], [-0.40, -0.26, -0.21]]
}


Entry 3:
{
  "formula": "C7H29NO6",
  "method": "the ωB97M-V functional and the def2-TZVPD basis",
  "homo_lumo_gap_ha": 0.350,
  "smiles": "CCCCNC(C)C.O.O.O.O.O.O",
  "relative_energy_kj_mol": 3.1,
  "charge": 0,
  "lumo_ev": 0.40,
  "e_tot_ha": -790.2494,
  "elements": ["C", "N", "C", "C", "C", "C", "C", "C", "H", "H", "H", "H", "H", "H", "H", "H", "H", "H", "H", "H", "H", "H", "H", "H", "H", "H", "H", "O", "H", "H", "O", "H", "H", "O", "H", "H", "O", "H", "H", "O", "H", "H", "O"],
  "positions_angstrom": [[-0.452281, -0.432915, -0.713879], [0.855079, -0.446165, -0.016847], [0.848031, -0.709750, 1.424839], [0.799658, -2.140738, 1.923458], [2.106996, -0.010980, 1.984702], [-1.423118, 0.661823, -0.160959], [-2.017117, 1.693859, -2.484073], [-1.444788, 1.896903, -1.041305], [-0.201334, -0.270063, -1.793757], [-0.866991, -1.437602, -0.743110], [1.556511, -1.049468, -0.423493], [-0.000775, -0.072345, 1.776078], [-0.116625, -2.628129, 1.641098], [1.003364, -2.281378, 2.974052], [1.674988, -2.520406, 1.369549], [2.194550, -0.050989, 3.074424], [2.060724, 1.040130, 1.723211], [2.970521, -0.590451, 1.680657], [-2.465381, 0.299198, -0.085922], [-1.229896, 0.799237, 0.891564], [-2.899218, 2.280443, -2.637534], [-2.124766, 0.597783, -2.604549], [-1.325791, 2.141107, -3.179523], [-2.140910, 2.650504, -0.642337], [-0.459352, 2.416112, -1.124670], [-0.698758, 2.330772, 2.149034], [0.451435, 2.002597, 3.199584], [-0.276640, 2.583466, 2.983990], [2.464232, -2.179967, -1.954178], [1.532193, -2.811571, -3.027253], [1.575842, -2.508133, -2.120530], [-3.028301, -3.173164, -0.284010], [-2.971380, -1.767434, 0.367338], [-3.502312, -2.345959, -0.188436], [2.682778, 2.287263, -0.668268], [1.718347, 1.217645, -0.970148], [2.235063, 1.906043, -1.444999], [2.849879, 0.955493, -2.550355], [2.278410, 0.187564, -3.776228], [2.756044, 0.031407, -2.953724], [-1.647629, 0.044932, 3.101046], [-3.022908, -0.002052, 2.540117], [-2.298373, -0.594621, 2.785343]],
  "forces_ev_per_a": [[0.68, -0.29, -0.66], [-0.11, 0.39, 0.59], [-0.51, 2.59, 1.22], [0.86, 0.34, -1.50], [-0.66, -0.64, 0.70], [-0.27, -1.08, -0.94], [1.23, -0.86, 1.11], [-0.22, 1.78, -0.35], [-0.28, 0.23, 0.86], [-0.48, -0.14, 0.35], [-0.46, -0.10, -0.66], [0.53, -0.95, 0.16], [-0.23, -0.44, -0.15], [-0.13, 0.29, 0.34], [-0.43, -0.88, 0.26], [-0.44, -0.09, 0.14], [0.61, 0.06, -0.44], [0.53, 0.47, -0.63], [0.35, -0.23, -0.52], [0.45, 0.65, 0.12], [-0.94, -0.26, 0.11], [-0.32, 0.77, -0.66], [0.46, -0.42, -0.51], [0.43, -0.14, 0.56], [-0.54, -0.62, 0.28], [0.60, -0.13, 0.26], [0.13, -0.34, -0.38], [-0.71, 0.43, 0.06], [0.07, 0.13, -0.59], [0.28, 0.07, -0.15], [-0.38, -0.37, 0.60], [0.21, -0.03, 0.13], [0.19, -0.22, 0.11], [-0.37, 0.23, -0.15], [0.08, 0.25, -0.65], [-0.19, -0.31, -0.34], [-0.12, 0.72, 1.81], [-0.18, -1.55, -0.48], [0.08, -0.15, 0.06], [0.38, 0.90, -0.18], [0.16, -0.21, 0.18], [-0.13, -0.33, 0.05], [-0.18, 0.53, -0.11]]
}


Entry 4:
{
  "formula": "C31H25BrCdCl3N7OS",
  "method": "the ωB97M-V functional and the def2-TZVPD basis",
  "homo_lumo_gap_ha": 0.151,
  "relative_energy_kj_mol": 175.6,
  "charge": -2,
  "lumo_ev": 3.83,
  "e_tot_ha": -6175.3829,
  "elements": ["Cd", "O", "C", "C", "C", "C", "C", "C", "C", "N", "C", "C", "N", "H", "H", "H", "H", "H", "H", "H", "C", "C", "C", "C", "C", "Br", "N", "C", "H", "H", "H", "H", "H", "H", "Cl", "C", "C", "C", "C", "C", "Cl", "C", "N", "H", "H", "H", "Cl", "C", "C", "C", "C", "N", "C", "H", "H", "H", "H", "C", "C", "C", "C", "N", "C", "S", "N", "H", "H", "H", "H", "H"],
  "positions_angstrom": [[0.588181, 0.256181, 1.036254], [-1.144919, 1.670481, 1.937154], [-2.068819, 2.117881, 2.662654], [-1.818219, 3.146281, 3.628554], [-2.807119, 3.708781, 4.385854], [-4.132219, 3.288081, 4.255754], [-4.422019, 2.291881, 3.351054], [-3.445319, 1.704481, 2.546554], [-3.853319, 0.727881, 1.565854], [-3.155019, -0.244319, 1.014254], [-3.990719, -0.868719, 0.145754], [-5.224819, -0.293419, 0.159254], [-5.133619, 0.729581, 1.067054], [-0.787919, 3.461881, 3.732754], [-2.564819, 4.488181, 5.099454], [-4.918519, 3.727481, 4.859654], [-5.446119, 1.932981, 3.284854], [-3.665719, -1.703219, -0.446646], [-6.130319, -0.516119, -0.368946], [-5.836519, 1.421981, 1.268454], [-1.771919, -3.039019, -3.461746], [-1.606919, -2.988119, -1.971346], [-2.200519, -3.926419, -1.126146], [-2.017919, -3.820019, 0.249954], [-1.257819, -2.759819, 0.705254], [-0.910819, -2.557019, 2.559254], [-0.674419, -1.877519, -0.074746], [-0.840019, -1.991819, -1.385646], [-2.282619, -3.950219, -3.769146], [-0.799819, -2.991219, -3.951346], [-2.356119, -2.180819, -3.794146], [-2.785219, -4.738719, -1.535246], [-2.450619, -4.526219, 0.942854], [-0.319319, -1.256319, -1.984746], [3.666881, 0.341881, 4.839354], [3.988581, -0.686019, 3.481854], [5.140781, -1.419519, 3.485554], [5.412681, -2.305519, 2.445754], [4.480981, -2.418819, 1.422154], [3.347281, -1.647519, 1.407354], [2.256381, -1.861019, 0.074654], [2.987681, -0.692319, 2.438754], [1.958481, 0.070481, 2.541954], [5.841181, -1.309019, 4.304854], [6.317181, -2.900619, 2.448154], [4.644181, -3.124019, 0.618954], [-3.847919, 2.086081, -3.600246], [-2.584319, 2.388881, -2.446346], [-2.122219, 3.678381, -2.238146], [-1.120219, 3.848081, -1.300446], [-0.623219, 2.734181, -0.637846], [-1.061819, 1.507981, -0.866846], [-2.025519, 1.330881, -1.745046], [-2.531619, 4.513681, -2.788846], [-0.715519, 4.828781, -1.096746], [0.150381, 2.833981, 0.111454], [-2.378419, 0.317881, -1.896846], [5.729181, -1.481719, -1.926446], [4.931681, -0.394819, -2.586846], [5.178481, -0.017419, -3.912346], [4.347881, 0.974081, -4.413846], [3.401081, 1.557481, -3.718946], [3.243281, 1.147981, -2.435946], [2.073481, 1.906681, -1.490646], [3.988581, 0.173781, -1.875246], [6.712881, -1.578219, -2.386046], [5.198081, -2.427619, -2.032346], [5.828981, -1.272519, -0.864446], [5.963881, -0.471319, -4.506546], [4.452581, 1.321881, -5.442446]],
  "forces_ev_per_a": [[-0.55, 0.43, -0.20], [0.60, -0.36, -0.30], [-0.33, 0.11, 0.07], [0.22, -0.03, -0.02], [-0.06, 0.06, 0.04], [-0.35, 0.19, 0.26], [-0.01, -0.06, -0.04], [0.27, 0.33, 0.40], [-0.10, -0.21, -0.31], [0.28, 0.23, 0.31], [-0.41, -0.15, -0.19], [-0.12, -0.11, -0.18], [0.05, 0.06, 0.06], [0.05, -0.01, -0.02], [0.05, 0.03, 0.03], [0.03, -0.04, 0.02], [-0.01, 0.01, 0.01], [0.03, -0.17, -0.10], [-0.13, -0.01, -0.13], [0.18, -0.13, -0.05], [0.03, 0.10, 0.10], [-0.15, -0.42, 0.03], [0.35, 0.35, 0.30], [-0.15, -0.12, -0.46], [0.37, 0.11, 0.51], [-0.13, -0.08, -0.13], [-0.37, 0.29, 0.06], [-0.04, -0.01, 0.11], [-0.01, -0.02, -0.05], [-0.01, -0.01, -0.10], [-0.04, 0.01, -0.14], [-0.08, -0.05, -0.06], [0.00, 0.02, 0.01], [0.05, 0.15, -0.11], [0.02, 0.33, 0.44], [0.43, -0.24, 0.10], [0.01, 0.01, 0.02], [0.39, -0.32, 0.00], [0.03, 0.01, -0.07], [0.37, -0.15, 0.17], [0.05, -0.36, -0.30], [-0.20, 0.06, -0.12], [-0.57, 0.29, -0.02], [-0.03, 0.01, 0.07], [0.00, -0.02, -0.03], [0.02, -0.04, -0.12], [-0.17, -0.06, -0.14], [0.21, 0.12, 0.09], [0.00, -0.22, 0.10], [-0.05, -0.03, 0.02], [0.00, 0.49, 0.05], [0.32, -0.38, 0.38], [-0.26, -0.05, -0.25], [-0.04, -0.01, -0.03], [0.03, 0.00, 0.03], [-0.04, 0.14, -0.07], [-0.07, -0.01, -0.04], [-0.02, 0.10, -0.01], [0.30, -0.01, -0.49], [0.02, -0.06, 0.00], [0.34, -0.20, -0.24], [-0.19, 0.19, -0.15], [0.16, -0.05, -0.05], [-0.75, 0.32, 0.49], [0.15, -0.17, 0.31], [0.05, -0.05, -0.02], [-0.01, -0.11, 0.05], [-0.02, -0.03, 0.07], [-0.05, 0.03, 0.03], [0.09, -0.05, -0.01]]
}


Entry 5:
{
  "formula": "C3H10NO4",
  "method": "the ωB97M-V functional and the def2-TZVPD basis",
  "homo_lumo_gap_ha": 0.285,
  "relative_energy_kj_mol": 367.6,
  "charge": -1,
  "lumo_ev": 3.61,
  "e_tot_ha": -475.9957,
  "elements": ["O", "C", "C", "N", "C", "O", "H", "H", "H", "H", "H", "H", "H", "H", "O", "H", "H", "O"],
  "positions_angstrom": [[-0.171784, 3.177366, -2.767197], [-0.098440, 2.823997, -1.655062], [0.155555, 1.262274, -1.342315], [-0.056248, 1.021451, 0.063108], [-0.855662, -0.220880, 0.397738], [0.052042, -1.182359, 0.365524], [-0.140358, 3.480699, -0.796654], [1.206479, 1.030321, -1.559750], [-0.647127, 0.808831, -1.936275], [0.905475, 0.845287, 0.453515], [-1.727576, -0.485412, -0.295906], [-1.367885, -0.020733, 1.470255], [1.092983, -1.746723, 1.232017], [1.792357, -3.029362, 1.949272], [1.650049, -2.131473, 2.066708], [0.061871, -3.168092, 2.047052], [-0.782235, -2.279415, 1.237788], [-0.931430, -3.085773, 1.754310]],
  "forces_ev_per_a": [[-0.48, 1.69, -3.01], [1.35, -3.73, 1.80], [-0.84, 2.27, 0.90], [-0.23, 0.59, 0.55], [0.32, 0.97, 1.36], [0.18, -1.86, -0.21], [-0.23, 0.54, 0.79], [-0.45, -0.10, -0.96], [0.70, -0.49, -0.22], [-1.86, -0.12, -0.09], [0.79, 1.16, 0.23], [0.95, -0.32, -1.78], [0.42, -0.14, 1.36], [0.76, -2.51, -0.60], [-0.49, 2.91, -0.53], [-3.10, 0.20, -0.39], [0.03, 0.46, -0.78], [2.17, -1.52, 1.59]]
}


Entry 6:
{
  "formula": "C6H10O",
  "method": "the ωB97M-V functional and the def2-TZVPD basis",
  "homo_lumo_gap_ha": 0.367,
  "smiles": "C[C@H]1OC[C@H]2C[C@H]21",
  "relative_energy_kj_mol": 197.0,
  "charge": 0,
  "lumo_ev": 1.10,
  "e_tot_ha": -309.7673,
  "elements": ["C", "C", "O", "C", "C", "C", "C", "H", "H", "H", "H", "H", "H", "H", "H", "H", "H"],
  "positions_angstrom": [[0.921668, 0.648659, -1.774334], [0.266915, -0.333336, -0.843360], [1.169790, -0.711557, 0.180778], [0.399561, -1.222441, 1.275463], [-0.888538, -0.428677, 1.302114], [-0.677602, 1.038803, 1.098641], [-0.903224, 0.277680, -0.134321], [1.840694, 0.231358, -2.182010], [1.141395, 1.564937, -1.217213], [0.231342, 0.893156, -2.589498], [-0.065705, -1.238405, -1.389738], [0.184292, -2.291869, 1.149153], [1.030085, -1.114257, 2.169661], [-1.760488, -0.865292, 0.827546], [0.354593, 1.368447, 1.177442], [-1.420611, 1.744065, 1.444206], [-1.833081, 0.465538, -0.682067]],
  "forces_ev_per_a": [[0.24, 0.05, -0.16], [0.12, 0.23, -0.26], [0.22, -0.05, -0.11], [-0.15, -0.13, -0.02], [0.04, -0.08, -1.35], [-0.02, 0.44, -0.09], [0.44, 0.45, -0.37], [0.05, 0.12, -0.13], [0.10, -0.10, -0.16], [0.18, -0.03, 0.08], [0.01, 0.25, 0.07], [0.05, 0.07, -0.11], [-0.34, 0.10, -0.20], [-1.07, -0.70, 2.11], [-0.11, -0.11, 0.52], [0.01, 0.06, -0.10], [0.23, -0.56, 0.27]]
}